(1)
2 unconnected molecules or ions with the total composition CH2N2O3P at a distorted geometry. Source: the Open Molecules 2025 dataset; level of theory: the ωB97M-V functional and the def2-TZVPD basis.

Geometry as XYZ:
```
9
Properties=species:S:1:pos:R:3:forces:R:3
C -0.771975 -1.004713 0.562808 0.595 -0.147 1.006
N -0.313531 -0.740981 1.615006 -1.207 -0.695 -1.034
N 1.066524 1.335901 0.867838 0.783 -0.220 -1.610
O -0.292170 -2.165100 -1.961818 0.581 -1.235 0.370
O -1.781702 -0.128622 -1.879581 -1.105 0.964 0.301
O 1.467450 0.756782 -0.298166 -1.213 0.827 2.260
P -0.738953 -0.954860 -1.266845 1.009 0.908 -0.183
H 0.806953 0.654550 1.660755 0.136 1.290 -1.649
H 0.557404 2.247044 0.700002 0.421 -1.692 0.537
```
Positions in Å, forces in eV/Å.

Properties
F_max: 2.7 eV/Å
E_tot: -715.87698 a.u.
spin multiplicity: 1
charge: -1
energy relative to the best compared isomer or geometry (same formula, charge and spin): 3.289 eV

(2)
A molecular structure, C52H62AgBBrF5GeNO2P2 at a distorted geometry. Source: the Open Molecules 2025 dataset; level of theory: the ωB97M-V functional and the def2-TZVPD basis.

Geometry as XYZ:
```
128
Properties=species:S:1:pos:R:3:forces:R:3
Ag 0.932735 1.012573 1.102931 0.400 0.019 0.848
C -0.273865 6.231773 6.057431 0.063 -0.230 -0.075
C 0.070035 5.105773 5.090631 -0.193 0.284 -0.040
C -0.118065 5.486573 3.627131 0.097 -0.219 0.176
C 0.397035 4.407973 2.683931 -0.074 -0.396 -0.475
Ge -0.401065 2.523573 2.774331 -0.264 0.921 -0.438
C -2.381565 2.795473 2.416431 0.541 -0.128 -0.261
C -3.233365 3.408273 3.514831 -0.062 -0.166 0.071
C -4.730665 3.421173 3.180531 0.111 0.175 0.021
C -5.083565 4.248973 1.947631 -0.044 -0.169 0.181
H -0.107565 5.906773 7.082831 -0.003 0.090 0.155
H -1.320365 6.514173 5.960431 -0.126 0.099 -0.008
H 0.339235 7.112873 5.867231 0.023 0.092 0.019
H -0.560865 4.241273 5.300931 0.118 -0.060 0.087
H 1.108535 4.800873 5.247031 0.018 -0.111 -0.003
H 0.407835 6.431373 3.429631 -0.070 0.020 0.023
H -1.177465 5.660973 3.429331 -0.075 0.143 0.033
H 1.481735 4.320073 2.819231 0.045 -0.096 -0.010
H 0.253635 4.749473 1.653931 0.044 -0.087 -0.093
H -0.387365 2.284273 4.296931 0.179 -0.366 0.140
H -2.790465 1.811973 2.174931 -0.024 -0.148 -0.116
H -2.451865 3.403073 1.512431 0.025 -0.020 -0.100
H -2.909665 4.430673 3.719631 0.019 0.084 0.091
H -3.094065 2.832473 4.432331 0.031 0.060 0.126
H -5.280265 3.822773 4.039031 -0.017 -0.095 0.012
H -5.067265 2.393373 3.023331 -0.031 -0.063 0.078
H -4.686965 5.259573 2.033431 0.062 0.122 -0.033
H -6.165765 4.318173 1.836131 -0.060 0.033 -0.079
H -4.678365 3.795173 1.046531 0.057 0.026 -0.126
C -1.504465 -2.638927 -2.447269 0.096 -0.259 0.390
P -1.040365 -1.259827 -1.230369 -0.187 -0.239 -0.742
C -2.633065 -1.339427 -0.319669 0.119 0.211 -0.043
C -3.617265 -0.360727 -0.263669 -0.006 -0.038 0.027
C -4.782365 -0.582927 0.453931 -0.167 0.065 0.007
C -4.974565 -1.773127 1.132331 -0.089 0.000 -0.017
C -3.980365 -2.738027 1.114631 -0.106 -0.087 -0.024
C -2.819865 -2.518227 0.401031 0.117 0.030 -0.022
C -1.263765 -0.015527 -2.578969 0.048 -0.047 0.248
C -0.081465 0.522373 -3.082669 -0.085 -0.068 0.092
C -0.098365 1.363473 -4.179269 0.069 0.024 -0.104
C -1.303465 1.696973 -4.775369 0.072 0.056 -0.084
C -2.482165 1.168773 -4.280869 -0.148 0.015 -0.082
C -2.463565 0.301173 -3.201669 -0.016 -0.013 -0.031
P -1.032965 -4.329927 -1.848469 0.013 0.124 -0.513
C -2.074265 -5.410827 -2.923869 -0.076 -0.029 0.319
C -1.692265 -6.751427 -2.986069 -0.017 0.030 -0.031
C -2.441165 -7.676327 -3.686769 0.040 -0.105 -0.011
C -3.601465 -7.281627 -4.334769 -0.098 0.007 -0.066
C -4.002765 -5.959627 -4.263869 -0.141 -0.087 -0.102
C -3.251665 -5.033827 -3.558869 0.153 0.136 0.060
C 0.517935 -4.534527 -2.822569 -0.067 -0.017 0.285
C 1.696135 -4.845927 -2.156569 -0.140 0.030 -0.009
C 2.869235 -5.040627 -2.866369 0.183 -0.116 -0.113
C 2.875335 -4.907627 -4.244469 0.097 -0.015 0.025
C 1.702635 -4.594427 -4.915169 -0.018 0.011 -0.126
C 0.528635 -4.421127 -4.208769 0.060 0.021 -0.019
H -1.009865 -2.427827 -3.398669 -0.129 -0.040 0.083
H -2.588065 -2.583827 -2.571869 0.123 0.035 -0.087
H -3.496965 0.581973 -0.773569 0.022 0.065 -0.086
H -5.550065 0.180373 0.464731 -0.014 0.043 0.060
H -5.894665 -1.948927 1.671531 -0.036 0.014 0.087
H -4.106465 -3.658827 1.664931 0.027 -0.056 0.067
H -2.027565 -3.255427 0.413731 -0.066 -0.028 0.118
H 0.848235 0.277073 -2.585969 0.115 0.004 -0.002
H 0.825435 1.762073 -4.575369 0.077 0.060 0.044
H -1.317665 2.363073 -5.627069 -0.029 0.061 -0.034
H -3.423965 1.432173 -4.741869 -0.089 -0.006 -0.052
H -3.392165 -0.123627 -2.848069 -0.055 -0.050 0.019
H -0.789965 -7.063727 -2.477969 0.091 -0.068 0.042
H -2.127465 -8.710727 -3.722669 0.040 -0.049 -0.005
H -4.190965 -8.001127 -4.885669 -0.035 -0.043 -0.023
H -4.911765 -5.640027 -4.755169 -0.050 -0.002 -0.039
H -3.594465 -4.011227 -3.515669 -0.023 0.074 0.003
H 1.685935 -4.936327 -1.080269 0.007 0.000 0.129
H 3.780635 -5.307727 -2.348469 0.047 0.032 0.054
H 3.792135 -5.043927 -4.800069 0.083 -0.037 -0.029
H 1.702235 -4.494927 -5.992169 0.015 0.000 -0.060
H -0.391365 -4.207727 -4.737569 -0.046 0.030 -0.035
C -0.895565 4.239373 -1.972069 0.020 0.116 -0.039
C -1.692765 3.236373 -1.451669 -0.115 -0.081 0.038
C -1.145365 2.258373 -0.637169 0.162 -0.102 0.230
C 0.212635 2.243673 -0.329469 -0.295 0.472 -0.241
C 1.011935 3.238773 -0.894169 0.201 -0.248 0.161
C 0.461835 4.227273 -1.696369 0.016 0.099 -0.098
H -1.329665 5.031873 -2.568369 0.008 -0.023 -0.078
H -2.753565 3.219873 -1.666669 -0.079 -0.003 0.006
H -1.782665 1.505673 -0.194069 -0.055 0.079 0.013
H 2.078935 3.252073 -0.705769 0.010 -0.020 0.049
H 1.100635 5.002073 -2.103069 0.044 0.011 -0.006
Br 6.169635 0.427073 5.630331 -0.242 0.026 -0.151
C 4.654135 0.535573 4.473831 0.075 -0.057 0.000
C 3.682435 -0.446527 4.499931 0.303 0.264 0.025
C 2.629735 -0.333327 3.604831 -0.219 -0.345 0.172
N 2.518135 0.673173 2.746131 -0.292 -0.039 -0.270
C 3.446935 1.622973 2.750831 0.256 0.269 -0.123
C 4.546035 1.598573 3.588531 0.046 -0.111 0.200
H 3.730235 -1.277427 5.186931 -0.009 -0.045 0.001
H 1.807835 -1.061827 3.559131 -0.041 -0.111 0.022
H 3.317135 2.423073 2.033931 0.035 0.039 -0.004
H 5.293035 2.376473 3.556731 -0.011 0.060 -0.037
F -0.427965 -1.144227 1.766631 -0.322 -0.280 0.307
C -0.141265 -1.454927 3.139631 0.164 0.199 -0.111
F -0.603865 -0.286027 3.799531 -0.068 -0.467 0.038
C -1.093665 -2.550727 3.576831 -0.151 -0.386 0.392
F -1.020565 -3.643727 2.789231 0.109 0.084 -0.414
F -0.708065 -2.984227 4.808031 -0.018 0.231 0.132
F -2.428165 -2.298127 3.715331 0.132 0.300 -0.180
C 4.806135 -1.913627 0.118531 -0.317 0.240 -0.162
C 4.193235 -1.087127 -1.018669 0.570 -0.156 0.103
C 4.485535 -1.794527 -2.342369 -0.268 0.195 0.346
O 2.783035 -1.043627 -0.794669 -0.792 -0.319 -0.190
B 2.411435 0.162073 -0.249769 0.264 0.435 0.393
O 3.505635 1.020473 -0.269369 -0.019 0.363 0.164
C 4.601035 0.422173 -0.960469 0.285 0.070 -0.531
C 5.894735 0.734773 -0.211869 -0.436 -0.060 -0.084
C 4.652135 1.063673 -2.351769 -0.114 -0.086 0.344
H 4.330935 -2.890727 0.129031 -0.037 -0.129 -0.024
H 4.604935 -1.442027 1.076531 0.037 0.062 0.175
H 5.877735 -2.037727 -0.014469 0.132 -0.009 0.031
H 4.137235 -2.821927 -2.273969 0.033 -0.050 0.021
H 5.556435 -1.793527 -2.533069 0.140 -0.022 -0.081
H 3.967035 -1.331827 -3.175869 -0.030 0.094 -0.090
H 5.804635 0.492773 0.842431 0.029 -0.115 0.112
H 6.099035 1.800273 -0.290769 0.049 0.097 -0.030
H 6.725035 0.184473 -0.644169 0.194 -0.067 -0.038
H 3.702835 0.904873 -2.858769 -0.036 -0.029 -0.156
H 5.465735 0.652673 -2.943869 0.061 -0.017 -0.143
H 4.797635 2.136673 -2.243569 0.021 0.075 0.029
```
Positions in Å, forces in eV/Å.

Properties
F_max: 1.1 eV/Å
E_tot: -8228.73014 a.u.
spin multiplicity: 1
charge: -1
energy relative to the best compared isomer or geometry (same formula, charge and spin): 2.166 eV

(3)
A gas-phase ion, C3H5ClNOS (charge +1) at a distorted geometry. Source: the Open Molecules 2025 dataset; level of theory: the ωB97M-V functional and the def2-TZVPD basis.

Geometry as XYZ:
```
12
Properties=species:S:1:pos:R:3:forces:R:3
C 0.219546 -0.153389 0.408704 1.326 -2.136 -2.376
C -0.299637 -0.562575 -0.949984 1.520 1.114 -1.036
C -0.437865 0.860846 1.152496 2.144 1.072 3.841
N 0.495337 -1.534447 -1.670372 1.153 0.693 5.823
O 1.293360 -0.536527 0.802233 0.805 -0.384 0.538
S 0.415517 1.327889 2.570744 -1.351 -0.778 -2.579
Cl -0.518228 2.879796 3.327731 -0.249 -0.057 -0.058
H -1.288884 -0.885548 -0.957442 -2.099 -0.536 0.489
H -0.369095 0.429367 -1.501179 0.156 -0.400 0.430
H -1.337450 1.186890 0.788397 -2.338 1.538 -0.287
H 1.478882 -1.495018 -1.379670 -0.547 -0.165 -0.488
H 0.348515 -1.517284 -2.591659 -0.520 0.041 -4.296
```
Positions in Å, forces in eV/Å.

Properties
F_max: 6.0 eV/Å
E_tot: -1105.31599 a.u.
spin multiplicity: 1
charge: +1
energy relative to the best compared isomer or geometry (same formula, charge and spin): 1.052 eV

(4)
2 unconnected molecules or ions with the total composition C5H17N3O. Source: the Open Molecules 2025 dataset; level of theory: the ωB97M-V functional and the def2-TZVPD basis.

Geometry as XYZ:
```
26
Properties=species:S:1:pos:R:3:forces:R:3
C -0.631891 -1.166789 0.296772 0.116 0.005 0.077
C -0.072072 -0.971231 -1.115306 0.011 -0.091 0.119
C -1.072780 -2.605216 0.549282 0.052 0.126 -0.023
C -1.763048 -0.174505 0.560002 0.098 -0.103 -0.020
N 1.036332 -1.893685 -1.385419 -0.101 0.095 0.060
O 0.487567 -0.855097 1.194296 -0.215 -0.107 -0.173
H 0.285612 -1.216939 2.064460 -0.025 -0.003 -0.057
H 1.358484 -1.777238 -2.338927 -0.021 0.007 0.062
H 1.815203 -1.662707 -0.778316 -0.022 -0.003 -0.039
H -0.879008 -1.183467 -1.821225 0.010 0.004 0.019
H 0.205891 0.083378 -1.226783 -0.026 -0.030 0.011
H -1.421991 -2.726286 1.579782 0.016 0.026 -0.028
H -1.900885 -2.866681 -0.111961 0.020 0.025 0.011
H -0.251652 -3.293714 0.357915 -0.010 0.020 0.003
H -1.435273 0.852189 0.385500 0.015 -0.009 -0.018
H -2.109525 -0.258505 1.593425 0.013 -0.013 -0.024
H -2.612799 -0.379837 -0.094748 0.037 -0.007 0.006
C 0.194130 3.093483 -0.614569 0.047 -0.028 0.087
N 1.325690 2.151217 -0.557766 0.041 -0.021 0.370
N 1.381712 1.866462 0.915785 -0.048 0.082 -0.235
H 2.225311 2.569388 -0.779469 -0.102 0.026 0.043
H 1.190702 0.865633 1.091703 0.030 0.143 -0.032
H 2.236065 2.172870 1.394849 -0.167 -0.011 -0.137
H 0.502760 4.110171 -0.872465 0.032 -0.054 -0.017
H 0.468625 2.532271 1.026035 0.175 -0.075 -0.043
H -0.563162 2.734835 -1.312854 0.025 -0.004 -0.022
```
Positions in Å, forces in eV/Å.

Properties
F_max: 0.4 eV/Å
E_tot: -440.06344 a.u.
spin multiplicity: 1
energy relative to the best compared isomer or geometry (same formula, charge and spin): 4.241 eV